[1]
{"formula": "C21H42O7", "method": "ωB97M-V/def2-TZVPD", "de_lowest_ev": 1.828, "smiles": "CC(C)=O.CC(C)=O.CC(C)=O.CC(C)=O.CC(C)=O.CC(C)=O.CC(C)=O", "homo_ev": -9.5, "charge": 0, "gap_ev": 9.70, "molar_mass_g_mol": 406.56, "species": ["C", "C", "C", "O", "H", "H", "H", "H", "H", "H", "C", "C", "C", "O", "H", "H", "H", "H", "H", "H", "C", "C", "C", "O", "H", "H", "H", "H", "H", "H", "C", "C", "C", "O", "H", "H", "H", "H", "H", "H", "C", "C", "C", "O", "H", "H", "H", "H", "H", "H", "C", "C", "C", "O", "H", "H", "H", "H", "H", "H", "C", "C", "C", "O", "H", "H", "H", "H", "H", "H"], "xyz": [[-1.572, 2.933, 5.808], [-1.790, 3.804, 4.575], [-0.917, 5.005, 4.331], [-2.722, 3.548, 3.842], [-2.474, 3.149, 6.380], [-0.676, 3.278, 6.324], [-1.566, 1.877, 5.536], [-0.408, 5.339, 5.235], [-1.607, 5.772, 3.979], [-0.159, 4.910, 3.555], [-5.261, -2.973, -1.679], [-6.512, -3.783, -1.882], [-7.782, -3.132, -2.356], [-6.548, -4.964, -1.519], [-5.109, -2.289, -2.514], [-4.391, -3.628, -1.633], [-5.412, -2.368, -0.785], [-7.739, -3.093, -3.444], [-7.912, -2.148, -1.905], [-8.597, -3.771, -2.017], [-6.178, 3.058, -2.839], [-5.734, 4.340, -2.252], [-6.330, 4.799, -0.926], [-4.978, 5.034, -2.824], [-7.178, 3.046, -3.271], [-6.257, 2.296, -2.064], [-5.460, 2.679, -3.567], [-5.935, 5.804, -0.776], [-5.894, 4.241, -0.098], [-7.419, 4.824, -0.944], [7.215, -2.491, -2.641], [6.464, -3.532, -1.811], [5.818, -2.965, -0.531], [6.442, -4.731, -2.065], [6.569, -1.992, -3.363], [7.837, -3.100, -3.297], [7.733, -1.818, -1.958], [6.563, -2.447, 0.073], [5.462, -3.726, 0.164], [5.031, -2.293, -0.873], [2.993, -6.373, 3.787], [1.943, -6.249, 2.712], [1.441, -4.898, 2.315], [1.475, -7.290, 2.254], [3.893, -5.857, 3.454], [3.178, -7.406, 4.081], [2.604, -5.845, 4.658], [0.567, -4.518, 2.844], [1.165, -4.875, 1.261], [2.212, -4.136, 2.429], [4.734, 3.350, -2.795], [5.812, 3.035, -1.833], [7.304, 3.179, -2.100], [5.550, 2.522, -0.771], [4.762, 2.707, -3.675], [4.788, 4.380, -3.147], [3.755, 3.179, -2.348], [7.293, 4.153, -2.590], [7.646, 2.323, -2.682], [7.864, 3.049, -1.174], [-1.655, 1.089, -0.669], [-0.390, 0.253, -0.393], [0.521, 0.649, 0.775], [-0.176, -0.791, -1.028], [-2.332, 1.090, 0.185], [-2.154, 0.590, -1.500], [-1.561, 2.098, -1.071], [0.088, 0.258, 1.696], [0.615, 1.735, 0.761], [1.448, 0.106, 0.592]]}



[2]
{"formula": "C4H8BF4OSn", "method": "ωB97M-V/def2-TZVPD", "homo_ev": -14.7, "charge": 1, "gap_ev": 6.43, "molar_mass_g_mol": 277.62, "species": ["Sn", "B", "F", "F", "F", "F", "C", "C", "C", "O", "C", "H", "H", "H", "H", "H", "H", "H", "H"], "xyz": [[0.247, 3.107, -0.088], [3.029, 1.313, 0.227], [3.255, 1.331, 1.603], [1.775, 0.737, 0.012], [2.992, 2.655, -0.207], [4.026, 0.610, -0.403], [-1.692, -1.248, 0.664], [-0.364, -1.471, -0.020], [-0.318, -0.453, -1.125], [-1.083, 0.675, -0.569], [-2.150, 0.130, 0.247], [-1.727, -1.435, 1.742], [-2.472, -2.007, 0.545], [-0.365, -2.503, -0.373], [0.460, -1.409, 0.690], [-0.931, -0.751, -1.985], [0.570, -0.172, -1.686], [-3.048, 0.080, -0.368], [-2.205, 0.812, 1.094]]}



[3]
{"formula": "C2H12NO4", "method": "ωB97M-V/def2-TZVPD", "de_lowest_ev": 1.046, "homo_ev": -14.3, "charge": 1, "gap_ev": 11.23, "molar_mass_g_mol": 114.12, "species": ["O", "C", "C", "N", "H", "H", "H", "H", "H", "H", "H", "H", "O", "H", "H", "O", "H", "H", "O"], "xyz": [[2.343, 1.043, 0.123], [1.950, 0.524, 1.098], [0.587, -0.087, 1.062], [-0.062, -0.241, -0.320], [2.598, 0.278, 1.956], [0.631, -1.165, 1.372], [-0.036, 0.463, 1.807], [0.546, -0.704, -0.834], [-0.839, -0.897, -0.222], [-0.456, 0.634, -0.811], [0.127, 2.946, -0.424], [-1.336, 3.260, -0.545], [-0.793, 2.568, -0.208], [-2.980, 0.229, -1.068], [-3.501, -0.541, -2.383], [-2.827, -0.555, -1.608], [0.191, -3.525, 1.090], [-0.252, -3.393, -0.388], [0.093, -2.871, 0.410]]}



[4]
{"formula": "C4H8BrN", "method": "ωB97M-V/def2-TZVPD", "de_lowest_ev": 1.856, "smiles": "CC1(C)CN1Br", "homo_ev": -9.2, "charge": 0, "gap_ev": 9.93, "molar_mass_g_mol": 150.02, "species": ["C", "C", "C", "C", "N", "Br", "H", "H", "H", "H", "H", "H", "H", "H"], "xyz": [[0.218, 1.445, -0.210], [0.035, -0.038, 0.089], [0.969, -0.555, 1.101], [-0.479, -0.939, -1.025], [-1.252, -0.843, 0.179], [-2.889, 0.107, 0.203], [-0.209, 2.026, 0.676], [-0.486, 1.586, -1.116], [1.257, 1.451, -0.573], [0.629, -1.585, 1.397], [0.997, 0.139, 1.910], [1.885, -0.508, 0.527], [-0.572, -0.342, -1.907], [-0.101, -1.944, -1.250]]}



[5]
{"formula": "C4H7NO2", "method": "ωB97M-V/def2-TZVPD", "multiplicity": 2, "de_lowest_ev": 1.038, "homo_ev": [0.3, -3.1], "charge": -1, "gap_ev": [3.61, 6.87], "molar_mass_g_mol": 101.10, "species": ["C", "N", "C", "C", "C", "O", "O", "H", "H", "H", "H", "H", "H", "H"], "xyz": [[-1.829, -0.190, -0.451], [-0.694, -0.933, -0.403], [0.922, 0.547, -1.485], [0.716, -0.419, -0.287], [1.017, 0.357, 0.963], [1.826, -0.123, 1.858], [-2.048, 0.833, 0.157], [-2.580, -0.711, -1.082], [-0.787, -1.858, -0.800], [0.122, 1.282, -1.476], [0.921, 0.082, -2.491], [1.941, 0.884, -1.419], [1.411, -1.258, -0.336], [0.666, 1.389, 1.006]]}



Which value of charge does entry 5 give?
-1



What is the formula in the fourth record?
C4H8BrN



What is the charge in the third record?
+1